1.
The following is a quantum chemistry calculation of a 2-piece molecular cluster, C25H26NO overall, from the Open Molecules 2025 dataset.

Geometry as XYZ:
```
53
C25H26NO (ωB97M-V/def2-TZVPD)
C 1.146 2.245 1.902
C 2.516 1.761 1.959
C 2.803 0.447 2.367
C 4.099 0.006 2.484
C 5.149 0.859 2.197
C 4.896 2.150 1.773
C 3.603 2.598 1.649
C 0.616 3.256 1.019
C -0.733 3.502 1.363
C -1.478 4.466 0.696
C -0.881 5.189 -0.318
C 0.434 4.927 -0.694
C 1.182 3.961 -0.052
C -1.070 2.646 2.481
C 0.082 1.893 2.811
C 0.053 1.075 3.949
C -1.101 1.002 4.697
C -2.237 1.728 4.347
C -2.228 2.556 3.242
H 1.986 -0.230 2.547
H 4.297 -1.001 2.813
H 6.165 0.516 2.304
H 5.715 2.812 1.539
H 3.416 3.623 1.380
H -2.503 4.632 0.972
H -1.440 5.960 -0.822
H 0.869 5.477 -1.512
H 2.174 3.723 -0.386
H 0.940 0.556 4.264
H -1.124 0.379 5.576
H -3.123 1.668 4.958
H -3.090 3.144 2.977
C -3.558 -2.586 1.656
O -2.692 -1.599 1.133
C -2.317 -1.895 -0.204
C -1.432 -0.830 -0.857
C -1.267 -1.089 -2.375
C 0.250 -1.072 -2.675
C 0.958 -0.836 -1.325
N -0.068 -0.859 -0.261
H -3.827 -2.324 2.681
H -4.466 -2.641 1.051
H -3.057 -3.557 1.651
H -1.776 -2.845 -0.192
H -3.231 -2.041 -0.786
H -1.877 0.161 -0.691
H -1.705 -2.062 -2.624
H -1.817 -0.350 -2.971
H 0.570 -2.021 -3.124
H 0.507 -0.287 -3.399
H 1.695 -1.619 -1.109
H 1.499 0.117 -1.311
H 0.056 -0.103 0.419
```

Results
ΔE to the lowest compared entry with this formula, charge and spin: 25.6 kcal per mole
Total charge: +1
LUMO energy: -6.03 eV
Energy: -1097.96291 a.u.

2.
The following is a quantum chemistry calculation of C4H11CsNO as an isolated structure, from the Open Molecules 2025 dataset.

Geometry as XYZ:
```
18
C4H11CsNO (ωB97M-V/def2-TZVPD)
Cs -3.810 4.231 -3.286
C -0.198 -1.389 1.944
C 0.261 -0.449 0.951
C -0.469 -0.530 -0.357
O -0.119 0.426 -1.402
C 1.292 0.547 -1.804
N 0.160 0.852 1.433
H 0.012 -2.384 1.552
H -1.243 -1.240 2.216
H 0.387 -1.329 2.862
H 1.302 -0.714 0.767
H -1.547 -0.687 -0.325
H -0.297 -1.496 -0.831
H 1.918 0.749 -0.935
H 1.411 1.283 -2.600
H 1.553 -0.391 -2.294
H 0.158 1.306 0.530
H -0.771 1.215 1.578
```

Results
ΔE to the lowest compared entry with this formula, charge and spin: 49.2 kcal per mole
Total charge: +1
LUMO energy: -4.12 eV
Energy: -308.86224 a.u.

3.
The following is a quantum chemistry calculation of C14H33CaN5OP2 as an isolated structure, from the Open Molecules 2025 dataset.

Geometry as XYZ:
```
56
C14H33CaN5OP2 (ωB97M-V/def2-TZVPD)
Ca -0.069 -0.047 -0.609
P 0.881 2.234 -0.453
P 1.848 -1.520 -0.189
N -1.691 0.937 -1.485
N -0.934 -1.723 -1.456
H -3.427 0.387 -2.324
H -2.854 -2.170 -1.929
H -3.156 -0.171 -0.640
C -2.703 -0.028 -1.633
H -1.963 -1.309 -3.213
C -2.146 -1.369 -2.129
H -2.420 2.556 -2.335
H -0.824 -3.684 -1.700
C -1.576 2.165 -1.832
C -0.298 -2.830 -1.322
H -0.677 3.946 -1.074
C -0.365 3.014 -1.549
H 0.162 3.238 -2.482
H 2.914 -1.144 -0.960
H 2.258 -1.584 1.097
H 2.131 2.403 -0.938
H 0.799 2.899 0.719
O 1.112 0.493 -2.390
C 0.696 0.124 -3.643
C 1.021 1.277 -4.563
C 1.410 -1.170 -4.007
H -0.408 -0.066 -3.683
H 0.423 2.155 -4.330
H 2.076 1.537 -4.444
H 0.841 0.994 -5.596
H 1.218 -1.967 -3.291
H 1.100 -1.508 -4.997
H 2.488 -0.986 -4.027
C 0.996 -2.934 -0.716
H 1.440 -3.922 -0.610
C 0.723 2.389 2.836
N 0.309 1.082 3.469
C 0.385 1.260 4.908
C -0.058 -0.071 2.889
N -0.086 -0.068 1.582
N -0.387 -1.236 3.421
C -0.448 -1.490 4.818
C -0.735 -2.434 2.580
H 0.991 3.229 3.536
H -0.159 2.760 2.331
H 1.639 2.206 2.291
H -0.637 1.143 5.268
H 1.172 0.593 5.257
H 0.695 2.272 5.259
H 0.149 0.970 1.382
H -1.491 -1.689 5.136
H 0.318 -2.231 5.126
H -0.191 -0.638 5.459
H -1.611 -2.245 1.958
H 0.105 -2.759 1.967
H -0.984 -3.269 3.263
```

Results
ΔE to the lowest compared entry with this formula, charge and spin: 136.2 kcal per mole
<S²>: 0.774
Total charge: +1
Spin multiplicity: 2
LUMO energy (alpha / beta): -2.19 / -5.01 eV
Energy: -2262.10516 a.u.

4.
The following is a quantum chemistry calculation of the molecule C3H9N3O, from the Open Molecules 2025 dataset.

Geometry as XYZ:
```
16
C3H9N3O (ωB97M-V/def2-TZVPD)
C 0.552 -0.063 -0.150
C 0.751 -1.501 -0.618
C 1.378 0.924 -0.971
N -1.549 0.691 1.374
O -2.482 0.164 2.266
N -1.909 0.569 0.067
N -1.097 0.281 -0.763
H -3.244 0.759 2.200
H -0.541 0.259 1.456
H 0.963 -0.006 0.870
H 1.799 -1.794 -0.518
H 1.121 0.847 -2.026
H 0.468 -1.599 -1.664
H 0.147 -2.191 -0.028
H 2.443 0.713 -0.856
H 1.201 1.947 -0.641
```

Results
ΔE to the lowest compared entry with this formula, charge and spin: 125.0 kcal per mole
LUMO energy: 1.03 eV
SMILES string: CC(C)/N=N\NO
Energy: -359.04518 a.u.

5.
The following is a quantum chemistry calculation of C42H30F3N7OSSiSn as an isolated structure, from the Open Molecules 2025 dataset.

Geometry as XYZ:
```
86
C42H30F3N7OSSiSn (ωB97M-V/def2-TZVPD)
Sn -1.133 0.887 0.938
C -0.001 5.709 1.123
C -0.712 4.515 1.091
N -0.219 3.406 1.626
C 0.969 3.481 2.225
C 1.687 4.675 2.218
N 1.207 5.780 1.664
C 1.466 2.255 2.902
C 2.375 2.353 3.946
C 2.833 1.202 4.579
C 2.360 -0.017 4.104
C 1.456 -0.037 3.053
N 0.995 1.077 2.474
C 0.937 -1.321 2.511
C 1.543 -2.548 2.775
N 1.052 -3.694 2.324
C -0.065 -3.635 1.615
C -0.664 -2.420 1.310
N -0.152 -1.272 1.736
C 3.773 1.272 5.716
C 3.651 2.264 6.683
C 4.555 2.278 7.735
N 5.543 1.400 7.864
C 5.659 0.459 6.935
C 4.802 0.346 5.850
H -0.410 6.616 0.694
H -1.689 4.454 0.627
H 2.680 4.741 2.646
H 2.718 3.321 4.282
H 2.662 -0.933 4.591
H 2.460 -2.611 3.347
H -0.489 -4.567 1.263
H -1.562 -2.372 0.708
H 2.854 2.996 6.647
H 4.477 3.031 8.512
H 6.478 -0.240 7.059
H 4.960 -0.434 5.116
F 1.678 3.032 -4.829
C 0.658 2.755 -4.019
F 0.002 3.898 -3.780
F -0.176 1.931 -4.674
C 1.142 2.114 -2.736
C 2.466 1.719 -2.619
C 2.883 1.096 -1.456
C 1.960 0.901 -0.439
N 0.696 1.300 -0.534
C 0.269 1.888 -1.669
S -1.413 2.306 -1.719
H 3.155 1.892 -3.434
H 3.902 0.761 -1.333
H 2.243 0.412 0.481
O -1.528 -0.366 -0.778
Si -1.964 -1.379 -1.931
C -2.757 -0.526 -3.439
C -3.746 0.463 -3.236
C -4.190 1.226 -4.296
C -3.724 0.946 -5.574
C -2.814 -0.096 -5.799
C -2.376 -0.871 -4.749
C -0.582 -2.536 -2.385
C 0.703 -2.205 -1.943
C 1.793 -3.015 -2.219
C 1.617 -4.183 -2.946
C 0.351 -4.535 -3.393
C -0.735 -3.721 -3.113
C -3.643 -2.179 -1.594
C -4.248 -3.086 -2.482
C -5.442 -3.706 -2.152
C -6.072 -3.390 -0.958
C -5.519 -2.443 -0.095
C -4.335 -1.815 -0.426
H -4.138 0.628 -2.239
H -4.918 2.011 -4.142
H -4.090 1.518 -6.417
H -2.453 -0.284 -6.801
H -1.675 -1.678 -4.919
H 0.843 -1.299 -1.363
H 2.780 -2.742 -1.867
H 2.463 -4.822 -3.161
H 0.211 -5.449 -3.955
H -1.712 -4.032 -3.461
H -3.788 -3.305 -3.436
H -5.891 -4.417 -2.832
H -7.009 -3.865 -0.700
H -6.020 -2.203 0.834
H -3.914 -1.070 0.240
```

Results
ΔE to the lowest compared entry with this formula, charge and spin: 0.0 kcal per mole
Total charge: +2
LUMO energy (alpha / beta): -8.01 / -8.77 eV
Energy: -3278.16906 a.u.

6.
The following is a quantum chemistry calculation of C19H23F6N4NiSb as an isolated structure, from the Open Molecules 2025 dataset.

Geometry as XYZ:
```
54
C19H23F6N4NiSb (ωB97M-V/def2-TZVPD)
Ni -0.461 -0.750 -0.144
C -0.398 -3.093 -1.790
C 0.888 -3.165 -0.985
N 1.300 -1.793 -0.614
C 1.990 -1.052 -1.685
C 1.053 -0.133 -2.440
C 1.344 0.491 -3.640
C 0.412 1.376 -4.165
C -0.774 1.637 -3.487
C -0.997 0.984 -2.291
C -2.161 1.241 -1.359
N -2.308 0.176 -0.344
C -3.272 -0.894 -0.694
C -2.599 -1.880 -1.635
N -1.352 -2.314 -0.981
N -0.103 0.112 -1.836
H -0.784 -4.091 -2.010
H -0.257 -2.572 -2.740
H 1.676 -3.681 -1.541
H 0.716 -3.714 -0.058
H 1.867 -1.815 0.232
H 2.477 -1.740 -2.383
H 2.772 -0.435 -1.238
H 2.279 0.298 -4.147
H 0.616 1.877 -5.101
H -1.496 2.343 -3.873
H -3.087 1.374 -1.923
H -1.951 2.174 -0.832
H -2.550 0.597 0.548
H -4.183 -0.483 -1.135
H -3.545 -1.400 0.234
H -2.337 -1.409 -2.585
H -3.254 -2.727 -1.853
H -1.584 -2.850 -0.142
C 0.273 0.709 0.687
C 0.641 1.611 1.402
C 1.131 2.659 2.253
C 0.994 3.999 1.889
C 1.467 4.995 2.726
C 2.077 4.661 3.928
C 2.212 3.329 4.295
C 1.741 2.327 3.464
H 0.520 4.253 0.950
H 1.361 6.033 2.441
H 2.444 5.441 4.582
H 2.681 3.069 5.234
H 1.826 1.286 3.747
F -0.878 -1.702 1.547
Sb 0.140 -2.466 3.122
F 1.697 -2.091 2.095
F 0.003 -4.064 2.118
F 0.188 -0.730 3.806
F -1.555 -2.774 3.840
F 1.101 -3.235 4.511
```

Results
ΔE to the lowest compared entry with this formula, charge and spin: 0.0 kcal per mole
<S²>: 0.769
Total charge: +1
Spin multiplicity: 2
LUMO energy (alpha / beta): -4.79 / -3.87 eV
Energy: -3304.49100 a.u.

7.
The following is a quantum chemistry calculation of a 2-piece molecular cluster, C3H9NS2 overall, from the Open Molecules 2025 dataset.

Geometry as XYZ:
```
15
C3H9NS2 (ωB97M-V/def2-TZVPD)
C -0.431 -0.502 0.284
C 0.652 -1.244 1.008
C -0.151 1.053 0.226
H 0.107 -0.555 -1.440
H -1.392 -0.178 -1.250
H -1.471 -0.631 0.785
H 0.448 -2.320 0.602
H 0.508 -1.169 2.117
H 1.791 -0.230 -1.365
H 0.204 1.252 1.349
H 0.707 1.125 -0.470
H -1.034 3.258 -0.848
N -0.655 -0.985 -1.036
S 2.437 -0.717 0.339
S -1.720 1.841 -0.300
```

Results
ΔE to the lowest compared entry with this formula, charge and spin: 107.8 kcal per mole
LUMO energy: -0.77 eV
Energy: -970.65998 a.u.

8.
The following is a quantum chemistry calculation of a 4-piece molecular cluster, H8O4 overall, from the Open Molecules 2025 dataset.

Geometry as XYZ:
```
12
H8O4 (ωB97M-V/def2-TZVPD)
H 0.004 2.461 -0.169
H -0.747 1.140 -0.479
H 1.162 0.659 -0.501
H 2.280 -0.226 -1.179
H 0.735 -1.309 0.204
H 0.394 -2.053 1.541
H -1.222 -0.553 0.680
H -2.520 -0.129 -0.063
O -0.049 1.765 -0.842
O 1.763 -0.117 -0.333
O 0.007 -1.845 0.670
O -1.805 0.206 0.470
```

Results
ΔE to the lowest compared entry with this formula, charge and spin: 3.6 kcal per mole
LUMO energy: 0.87 eV
SMILES string: O.O.O.O
Energy: -305.77346 a.u.

9.
The following is a quantum chemistry calculation of C2H3ClN3O as an isolated structure, from the Open Molecules 2025 dataset.

Geometry as XYZ:
```
10
C2H3ClN3O (ωB97M-V/def2-TZVPD)
C -1.202 0.099 0.431
C -1.941 0.255 -0.599
N 0.284 -0.220 0.512
N 1.107 -0.404 -1.611
N 1.106 -0.453 -0.399
O 1.852 -0.841 -2.493
Cl 1.298 0.963 2.924
H -1.502 0.222 1.458
H -1.712 0.151 -1.647
H 0.710 0.228 1.424
```

Results
ΔE to the lowest compared entry with this formula, charge and spin: 130.1 kcal per mole
Total charge: -1
LUMO energy (alpha / beta): 1.55 / 1.57 eV
Energy: -777.51980 a.u.

10.
The following is a quantum chemistry calculation of the molecule C2H3N2OP, from the Open Molecules 2025 dataset.

Geometry as XYZ:
```
9
C2H3N2OP (ωB97M-V/def2-TZVPD)
C -0.649 0.871 -1.239
C 0.805 -0.504 0.784
N 1.306 0.501 -1.277
N 1.419 0.003 -0.206
O -1.199 0.349 -0.209
P -0.682 -1.350 0.229
H -0.964 1.897 -1.460
H 1.085 -0.431 1.805
H -1.123 -1.336 1.574
```

Results
ΔE to the lowest compared entry with this formula, charge and spin: 123.4 kcal per mole
LUMO energy (alpha / beta): -0.03 / -0.03 eV
Energy: -603.90510 a.u.

11.
The following is a quantum chemistry calculation of the molecule C5H3N, from the Open Molecules 2025 dataset.

Geometry as XYZ:
```
9
C5H3N (ωB97M-V/def2-TZVPD)
C -0.576 0.110 -0.239
C -1.703 -0.181 -0.571
C -3.012 0.310 0.668
C 1.812 -0.180 0.504
C 0.823 0.095 -0.389
N -3.021 -0.419 -0.362
H 2.842 0.055 0.132
H 1.674 -0.467 1.449
H 1.160 0.677 -1.193
```

Results
ΔE to the lowest compared entry with this formula, charge and spin: 75.4 kcal per mole
LUMO energy: -0.31 eV
Energy: -246.86184 a.u.

12.
The following is a quantum chemistry calculation of C13H18F5I2OP2Sc as an isolated structure, from the Open Molecules 2025 dataset.

Geometry as XYZ:
```
42
C13H18F5I2OP2Sc (ωB97M-V/def2-TZVPD)
I 1.016 -0.983 3.023
I 0.674 -0.851 -2.512
Sc 0.532 -0.263 0.188
P 0.536 2.159 1.066
C -1.071 2.877 1.615
C 1.590 2.593 2.494
H 1.593 3.694 2.534
H 1.351 4.192 0.113
H 2.595 2.186 2.320
H 2.206 2.753 -0.533
H -1.446 2.210 2.372
H 1.154 2.141 3.397
C 1.228 3.176 -0.274
H -0.882 3.844 2.099
H 0.551 3.129 -1.139
H -1.772 2.856 0.747
P 1.794 -2.858 0.004
C 0.437 -4.129 -0.008
C 2.705 -3.224 -1.578
H 3.745 -2.739 1.387
H 3.435 -4.440 0.857
H 2.460 -3.692 2.200
C 2.982 -3.519 1.251
H 3.457 -2.430 -1.670
H 3.175 -4.215 -1.607
H 0.856 -5.117 -0.222
H -0.302 -3.856 -0.773
H 1.975 -3.123 -2.391
H -0.058 -4.127 0.971
C -0.968 -1.609 0.764
O -1.875 -2.332 0.843
F -2.995 0.221 0.910
C -2.801 0.646 -0.359
C -1.504 0.758 -0.852
C -1.638 1.552 -2.042
F -0.545 2.026 -2.716
C -2.826 2.068 -2.603
F -2.758 2.974 -3.607
C -4.107 1.756 -2.137
F -5.265 2.115 -2.729
C -4.048 1.009 -0.987
F -5.183 0.569 -0.417
```

Results
ΔE to the lowest compared entry with this formula, charge and spin: 12.4 kcal per mole
Total charge: +2
LUMO energy (alpha / beta): -10.57 / -10.50 eV
Energy: -3118.89515 a.u.